# C35H63N3O21

10 unconnected molecules or ions with the total composition C35H63N3O21 at a distorted geometry (ωB97M-V/def2-TZVPD, the OMol25 dataset).

```
! wB97M-V def2-TZVPD RIJCOSX def2/J DEFGRID3
* xyz 0 1
C 12.512 -12.433 8.213
C 11.965 -13.763 8.759
C 12.303 -15.068 7.985
O 13.187 -15.796 8.866
C 13.237 -15.166 9.986
O 13.859 -15.631 10.954
O 12.652 -14.025 9.967
H 12.555 -12.437 7.125
H 13.523 -12.252 8.588
H 11.907 -11.559 8.520
H 10.867 -13.701 8.982
H 12.651 -14.920 6.927
H 11.477 -15.697 7.955
C 10.120 -14.904 12.871
C 9.864 -13.460 12.632
C 10.970 -12.425 12.452
O 10.511 -11.578 11.452
C 9.333 -11.997 10.917
O 8.683 -11.335 10.112
O 9.053 -13.202 11.464
H 9.083 -15.452 12.726
H 10.460 -15.085 13.888
H 11.008 -15.454 12.373
H 9.216 -13.126 13.470
H 11.958 -12.798 12.183
H 11.302 -11.903 13.339
C 10.332 -7.440 8.129
O 10.258 -8.791 8.132
C 10.200 -9.496 7.091
O 10.669 -8.916 5.863
O 9.910 -10.721 7.229
C 9.365 -11.387 6.073
H 11.163 -6.956 7.522
H 10.257 -7.121 9.201
H 9.477 -7.021 7.711
H 8.549 -12.118 6.184
H 10.066 -11.881 5.378
H 8.812 -10.659 5.523
C 14.280 -7.173 8.021
O 13.614 -7.126 9.311
C 13.179 -8.248 9.852
O 13.170 -9.521 9.272
O 12.521 -7.994 10.910
C 11.748 -8.988 11.489
H 13.553 -6.764 7.356
H 14.614 -8.256 7.763
H 15.047 -6.534 7.929
H 10.807 -9.287 10.895
H 11.367 -8.764 12.449
H 12.379 -9.853 11.666
C 15.525 -13.607 6.857
O 16.194 -12.760 7.706
C 16.909 -11.699 7.184
O 17.213 -11.518 5.800
O 17.455 -10.950 8.097
C 17.950 -9.624 7.710
H 16.280 -13.943 6.136
H 14.695 -13.147 6.368
H 15.064 -14.392 7.531
H 18.701 -9.248 8.386
H 17.172 -8.898 7.882
H 18.426 -9.597 6.733
C 11.176 -14.456 2.610
O 9.957 -15.054 3.086
C 9.713 -15.029 4.385
O 10.650 -14.512 5.305
O 8.424 -15.380 4.843
C 7.978 -15.040 6.132
H 11.991 -15.094 3.001
H 11.218 -13.466 3.023
H 11.255 -14.391 1.517
H 7.638 -14.011 5.976
H 8.597 -15.135 6.961
H 7.077 -15.605 6.342
C 9.044 -19.858 5.963
O 8.384 -19.203 7.027
C 8.869 -18.042 7.529
O 9.946 -17.337 7.005
O 8.355 -17.593 8.630
C 8.958 -16.506 9.371
H 8.839 -19.415 5.020
H 8.816 -20.882 5.702
H 10.128 -19.969 6.280
H 10.036 -16.311 9.297
H 9.022 -16.921 10.431
H 8.355 -15.616 9.376
C 15.099 -11.793 11.267
C 15.916 -10.664 10.666
C 15.786 -9.274 11.391
C 16.384 -8.054 10.708
N 16.834 -7.141 10.273
H 14.025 -11.697 11.102
H 15.217 -11.755 12.352
H 15.320 -12.846 10.978
H 15.545 -10.385 9.703
H 16.857 -11.132 10.685
H 16.291 -9.348 12.411
H 14.693 -9.088 11.619
C 13.903 -15.927 4.998
C 13.492 -17.284 4.344
C 12.246 -18.061 4.927
C 11.817 -19.288 4.232
N 11.528 -20.310 3.707
H 12.984 -15.407 4.919
H 14.663 -15.333 4.456
H 14.101 -16.033 6.095
H 14.367 -17.901 4.159
H 13.200 -16.804 3.348
H 11.313 -17.478 5.000
H 12.621 -18.471 5.882
C 15.760 -9.124 4.221
C 14.328 -8.844 4.862
C 13.968 -10.088 5.708
C 13.382 -11.184 4.977
N 12.932 -12.134 4.523
H 16.598 -9.142 4.990
H 16.021 -8.374 3.426
H 15.883 -10.038 3.661
H 13.504 -8.801 4.214
H 14.414 -7.942 5.496
H 13.098 -9.816 6.357
H 14.755 -10.389 6.336
*
```

Calculated values
F_max   11.16 eV Å⁻¹
HOMO energy   -9.811 eV
Relative energy (zero: lowest compared OMol25 entry of this formula, charge and spin)   92.6 kcal/mol
LUMO energy   0.01125 Ha
Total energy   -84773.14025 eV
Structure (SMILES)   C[C@H]1COC(=O)O1.C[C@H]1COC(=O)O1.COC(=O)OC.COC(=O)OC.COC(=O)OC.COC(=O)OC.COC(=O)OC.CCCC#N.CCCC#N.CCCC#N
HOMO-LUMO gap   10.12 eV